# 1
The following is a quantum chemistry calculation of C11H14N2O3S2 in the gas phase at a distorted geometry, from the Open Molecules 2025 dataset.

```
32
Properties=species:S:1:pos:R:3
C 2.62055 4.01836 -2.31665
H -1.40948 -0.43342 3.36686
C 1.63435 1.44970 0.28955
H -2.12044 -1.93589 5.30328
H 3.30323 -1.65674 1.64928
H -2.13456 -3.14898 3.98717
O 2.06739 3.79971 0.47020
C -2.52738 -2.20116 4.28679
H 2.73037 -1.31847 0.18435
H 3.54245 4.52590 -1.97446
H 0.96504 -0.80448 2.72576
C 0.38522 0.81334 0.28718
H -3.05270 0.35334 0.37267
C 2.73826 3.55693 -3.77148
H 1.85670 4.80084 -2.28370
C -1.81077 -1.60672 1.86151
H 3.38848 2.68602 -3.77978
O -2.07280 -2.77660 1.53441
S -1.07630 1.47799 -0.53756
N 0.12563 -0.46414 0.82044
C 2.00500 2.82102 -0.24375
H 0.86547 -2.32882 1.74137
C -1.21458 -0.61065 1.01650
H 3.32243 4.37902 -4.35542
H 1.77038 3.30016 -4.23918
O 2.19376 2.83892 -1.59956
H -3.57595 -2.20319 4.36674
C -1.96002 0.31578 0.36121
C 1.05372 -1.21887 1.68927
C 2.45101 -1.00739 1.15840
S 2.77606 0.78490 1.37695
N -1.90685 -1.27273 3.18532
```

Values from the calculation:
HOMO   -7.03 eV
E_LUMO   0.459 eV
E_tot   -1559.0904 Ha
SMILES   CCOC(=O)C1=C2SC=C(C(=O)NC)N2CCS1

Here are the natural (NBO) charges for atoms 1 to 6, given in e:
1 C -0.08
2 H 0.39
3 C -0.44
4 H 0.21
5 H 0.25
6 H 0.23

=====

# 2
The following is a quantum chemistry calculation of C37H58N3P2SSn as an isolated structure, from the Open Molecules 2025 dataset.

```
102
Properties=species:S:1:pos:R:3
C 1.47581 -3.85600 1.28544
P -0.08875 -1.61857 -1.69516
H 4.10522 -5.74929 -1.39704
H 0.46348 -1.42912 -4.72498
H 1.77747 3.13338 -4.66376
H 1.66404 0.73205 -1.16550
H 3.45136 0.00165 1.61608
H 2.48557 0.91664 -2.71360
H 0.47669 2.71975 4.05357
H -4.76592 3.42337 -4.22893
H 4.46138 -4.20748 -2.17081
C -4.01495 2.68272 -3.95088
C 2.61805 -4.36805 0.71199
H 2.06907 -1.74672 -4.05295
C -2.61728 1.40859 3.13099
C 0.11813 2.83407 -1.13187
H -1.14439 3.31226 4.38357
H 1.69312 -0.17311 -4.73612
H -1.01507 2.40452 2.12150
S -1.47109 2.16665 -0.71926
H 1.25658 4.78647 -4.39015
H -2.10457 -3.24178 7.09206
H 2.74325 -0.54060 -1.75045
H 1.95616 -0.76502 4.22840
H 1.68343 1.59109 2.27549
H -1.49014 -2.01000 -3.58331
H -1.58826 -4.52832 5.07075
H 0.50296 -3.59965 -3.89179
H 2.05947 -0.25784 0.55593
C 1.99861 0.19673 -2.05392
H -4.01810 3.38379 -0.56128
C 2.98516 -4.08674 -0.60867
H 1.25096 -4.09769 2.31453
H 3.10984 0.55326 4.04429
C -0.55813 2.41096 4.19545
H 3.38160 2.74433 1.20372
C -1.31065 -3.60929 4.56805
H 2.37788 -1.36808 1.88057
H -4.90956 2.11229 -1.41431
H -3.06613 1.00795 2.22071
H -1.06088 -4.39084 -4.06911
C 2.05211 0.29107 3.97226
H -2.07780 -3.68535 -1.08473
C -2.32144 1.98126 -2.31106
C -1.45427 -2.42135 6.79194
C 2.14195 -3.26162 -1.32307
H 5.08678 -4.55510 -0.55916
H -2.93619 -3.88215 -2.60968
C 2.48132 3.91080 -1.56687
H 2.42728 4.12745 1.73816
H -0.14214 -4.57361 -2.57348
H 3.83020 4.36806 0.67358
H 3.44897 4.35864 -1.74376
H -2.21061 4.71484 -1.80146
C 0.97471 -2.71881 -0.76870
H -3.14570 2.32999 3.37980
H -2.80980 1.00338 -2.25116
H -0.61621 1.79549 5.09298
C -4.43569 3.09119 -1.52662
H -0.82157 -0.34160 5.18849
C 0.83402 -0.45433 -2.79443
H 0.08368 0.32267 -2.98179
C 1.93158 4.00821 -4.03146
H -4.51268 1.71211 -3.88382
H -1.94162 4.42925 -3.52296
C -3.36701 3.06232 -2.61762
Sn -1.64125 -0.80906 0.28464
C -0.71641 -2.46391 2.52945
C -1.07468 -3.62791 3.20572
N 0.40061 3.12671 -2.38633
H -1.91482 -1.48741 7.11335
H -3.06208 -2.36114 -1.73539
H 3.25518 -5.01011 1.31041
C 1.57580 0.53414 2.53893
C 2.40745 -0.31821 1.58414
C 0.61027 -3.00711 0.56571
H -1.17536 -4.54799 2.64359
N -0.51966 -2.44259 1.12602
H 2.95697 4.35488 -4.13800
C 2.08983 3.54608 -0.28469
C -0.63496 -1.26108 3.25629
H 1.51323 0.87077 4.71729
C 2.98838 3.71727 0.89922
C 4.22593 -4.67936 -1.21714
H -2.79231 0.69229 3.93473
H -3.27666 2.63306 -4.75481
C -2.69833 4.43089 -2.73697
C -0.40852 -3.87189 -3.36490
C -1.15677 -2.67383 -2.77777
C 1.60071 3.67657 -2.61158
C -1.21669 -2.43072 5.30708
C 1.28212 -0.99832 -4.15131
H -0.51384 -2.53002 7.33596
N 0.89068 2.99871 -0.06299
H 2.39642 -3.02455 -2.35055
C -2.37888 -3.16914 -2.00056
H -3.44012 5.19600 -2.97118
H -1.55642 1.95580 -3.08724
H -5.21379 3.81154 -1.78362
P -0.23054 0.23529 2.30595
C -1.12746 1.71007 2.96256
C -0.88534 -1.26687 4.62931
```

Values from the calculation:
Net charge   +1
HOMO   -9.76 eV
E_LUMO   -1.939 eV
E_tot   -2904.0420 Ha

Here are the Mulliken charges for atoms 1 to 6, given in e:
1 C -0.61
2 P 0.76
3 H 0.34
4 H 0.42
5 H 0.25
6 H -0.44

=====

# 3
The following is a quantum chemistry calculation of C28H48Cl2O3P2Re as an isolated structure at a distorted geometry, from the Open Molecules 2025 dataset.

```
84
Properties=species:S:1:pos:R:3
H -1.22867 -2.71582 3.63652
C -1.48480 -4.74811 -5.24024
C -1.19262 0.06004 -6.53331
H -1.58643 -4.60993 -6.32702
C 3.58808 1.15308 -6.68272
H 0.67083 -4.64766 0.25172
C -0.72493 5.45046 -0.77738
H -0.86242 6.47050 -1.14876
H -0.37320 0.76113 -6.75064
H 3.12563 -0.17174 3.00326
C 0.06884 4.54628 -1.48117
C 3.21360 1.61195 -5.26298
C -1.38198 -3.36412 -4.57564
O 0.03231 -2.98863 1.20853
H 4.06263 -0.93038 -6.37762
C -2.92824 1.93331 -6.44262
C -0.05782 -2.65018 -4.90633
C 1.91563 -0.77841 -6.46296
H -0.29572 -5.96218 -3.91078
O -0.53080 -1.00419 2.71854
H 3.42867 -0.56164 -7.99696
H 1.52541 0.57985 2.77147
H 1.60509 1.44825 -3.81606
C -1.64405 1.21934 -4.34147
C 1.06555 -4.93077 -5.23220
H 1.81931 -1.86141 -6.61085
C -2.49395 0.62389 -7.11323
C 0.23683 3.23862 -1.01848
C -2.92282 1.85468 -4.91336
H -3.78562 1.26036 -4.58552
H -0.80213 1.91128 -4.49302
P 0.10190 -0.97321 -4.06928
C -0.26765 -5.63923 -4.96118
H -0.94993 -0.89057 -7.03461
C 1.14906 -3.54444 -4.57058
H -1.93386 5.77407 1.00144
P 0.31927 -1.40238 1.37969
C 1.13483 -3.77885 0.72597
C -1.21124 3.75686 0.88060
C -0.34277 1.42322 0.61983
H -1.66839 3.43761 1.81922
H -3.93421 2.19561 -6.78811
H 1.72581 -0.75926 3.96275
H 3.93906 1.19272 -4.54978
H -2.23853 -2.76095 -4.90310
H 1.06652 1.65016 -5.49052
H 1.21087 -3.67584 -3.47915
H -1.73648 1.08022 -3.25154
H -2.14920 -0.82295 -4.83046
H -2.35912 -1.98343 2.43534
C -0.44258 2.82291 0.14320
H -1.48298 -3.47424 -3.48485
H -0.05435 -2.39961 -5.98399
H 3.26717 2.70774 -5.19322
H -2.36717 0.78039 -8.19117
H -0.33273 -6.55016 -5.56966
H 4.65226 1.35454 -6.85074
C 1.80907 1.14574 -4.85298
C -1.32275 -0.11510 -5.01936
H -2.39962 -5.24719 -4.89160
H 1.89468 -5.55569 -4.87154
C -1.34630 5.06454 0.42094
H 0.91490 2.53204 -1.50890
H 1.76144 -4.09118 1.57229
Re -0.05411 -0.16764 -0.44548
C 3.31618 -0.33573 -6.92595
O 1.85420 -1.35927 1.96989
H 2.08839 -3.06481 -4.87320
H -2.07132 -1.16469 4.00060
Cl -2.18093 -0.91959 -0.75139
H 0.57636 4.85924 -2.40738
H 2.41984 -0.86939 -4.37368
H -3.28552 -0.12600 -6.97965
C -1.61786 -1.78239 3.22188
H -0.67921 1.39382 1.68303
C 2.05418 -0.36439 2.99524
Cl 2.13157 -0.13361 -1.17679
C 1.65846 -0.37285 -5.00483
H -2.26863 2.74953 -6.76540
H 1.76577 -3.26515 -0.02041
H 1.19746 -4.81879 -6.31856
H 1.17241 -0.30927 -7.12162
H 3.03243 1.75854 -7.41304
H -3.03919 2.85632 -4.48596
```

Values from the calculation:
HOMO (alpha / beta)   -5.54 / -7.84 eV
E_LUMO (alpha / beta)   0.214 / -1.118 eV
E_tot   -3002.8128 Ha
2S+1   4

Here are the Mulliken charges for atoms 1 to 6, given in e:
1 H 0.29
2 C -0.82
3 C -0.65
4 H 0.34
5 C -0.66
6 H 0.23

=====

# 4
The following is a quantum chemistry calculation of C44H39BrF5N4O2P2TeTi as an isolated structure, from the Open Molecules 2025 dataset.

```
99
Properties=species:S:1:pos:R:3
C -3.84481 4.30553 2.61677
C -1.50689 4.73350 2.40449
C -2.93810 6.40071 3.37786
H -1.30465 -5.03041 -1.15652
H 2.72451 4.64452 -1.62615
C -2.09546 -0.60054 -4.69203
C -0.49436 2.95734 -4.52666
H 1.40996 -5.31547 -2.95574
N 4.21142 -0.30502 1.85930
C -2.58648 3.87109 2.21299
H -3.63310 -1.44133 1.30435
C 3.01930 -4.74167 -1.65647
C 2.18784 2.51651 -3.97328
C 1.14818 -3.32860 -2.19888
H 2.61383 0.09319 -2.19847
C 5.76618 2.45745 -0.72107
C 1.26329 2.50189 -2.92855
H -2.09980 -0.86304 -1.31584
H 3.27198 -1.74824 -0.09187
H -0.80781 2.69280 -2.42128
C -0.34068 -0.71329 -2.52681
H -0.51180 4.43144 2.10164
C -3.10193 -2.21650 0.76330
C 1.66253 -2.31381 -1.39613
C 3.58036 4.02721 -1.37273
C 3.74117 -1.24446 2.33700
H 1.86112 -4.38932 3.81323
C 0.14673 -0.59288 -3.82689
Ti -0.70862 -1.15195 2.33635
C -1.30191 1.70404 2.28082
F -0.76926 -2.24487 3.82384
H -0.81796 6.62411 3.13013
H -4.85785 -2.77946 -0.35435
C 1.77645 2.74130 -5.27733
H 4.47189 -3.88750 -0.32269
H 0.30484 -3.81956 3.36817
H -5.01175 5.86633 3.50038
C 3.16445 -2.40075 2.90994
C -0.07768 2.72563 -3.22212
N 4.55593 -4.05945 4.28964
C 0.43185 2.96305 -5.55671
H -0.40299 2.31050 2.43553
C 5.93971 3.80654 -0.98117
C 1.82361 -4.53501 -2.32831
N 2.00411 0.33663 -1.42344
C -2.37170 2.52438 1.52805
H -4.12852 1.48278 2.32328
H -0.07315 -3.68412 0.47979
H -4.70039 3.65514 2.50508
C -1.71629 -0.77316 -2.32599
C -1.81982 2.78795 0.11680
C -1.12316 -3.47023 0.31574
C 2.86941 -2.52893 -0.72729
F 0.09346 0.17652 3.86614
H -2.53072 3.41025 -0.43192
C 3.40312 2.66155 -1.13737
C -1.67626 5.98030 2.98388
H -4.36233 2.22480 0.72800
H -1.54443 3.11819 -4.73708
C 3.96039 -3.28638 3.67198
H -3.07399 7.37448 3.83165
C 3.54335 -3.73288 -0.85819
H 0.21069 -3.18013 -2.71993
F -2.42631 -0.58698 3.21852
C -3.14329 -3.96606 -0.85666
H 6.61313 1.84382 -0.44144
H 0.11070 3.13748 -6.57627
H 3.54061 -5.68607 -1.75112
Br -4.08626 -4.98073 -2.16344
C -1.80932 -4.23982 -0.61711
C -3.80916 -2.96844 -0.16624
H 6.92593 4.24973 -0.92072
C -1.74202 -2.42866 1.01073
H 4.96578 5.65438 -1.49385
H 2.50542 2.74549 -6.07869
C -0.72219 -0.53520 -4.90257
H -1.68550 1.84142 -0.41048
F -0.82871 2.78865 4.89907
F -3.46858 2.00876 4.43683
H -2.77529 -0.55514 -5.53410
P 1.69853 2.00394 -1.19652
O -0.98002 0.54396 1.61564
H -3.39380 0.75844 0.88522
H 1.21571 -0.53829 -4.00196
C -2.59244 -0.72297 -3.40394
C -3.65067 1.70028 1.36941
H -0.85548 3.29404 0.14014
C 4.50136 1.88411 -0.79588
P 0.74117 -0.76734 -1.03582
H 3.23933 2.35307 -3.76307
H -3.66074 -0.78097 -3.23396
H 4.36298 0.84050 -0.54282
O 1.04592 -1.94292 1.99540
H -0.33098 -0.43052 -5.90718
C -4.02112 5.55703 3.19032
N 1.29463 -3.86726 3.16296
C 1.81518 -2.71000 2.69580
Te -1.71344 1.16455 4.37526
C 4.83952 4.59604 -1.30212
```

Values from the calculation:
Net charge   -1
HOMO   -6.06 eV
E_LUMO   2.107 eV
E_tot   -6943.4960 Ha

Here are the Mulliken charges for atoms 1 to 6, given in e:
1 C -0.35
2 C -0.09
3 C -0.42
4 H 0.55
5 H 0.36
6 C -0.66